(1)
Formula: ClH3NO2P
Source: the OMol25 dataset
Level of theory: ωB97M-V/def2-TZVPD

Geometry (Å):
N -1.2135 0.9098 -0.3618
O 0.0692 -1.6891 0.8289
O -0.2964 0.8705 0.7549
P 0.8247 -0.2145 1.0195
Cl 1.9068 -0.2500 -1.0804
H -1.5199 1.9032 -0.4192
H -0.3889 0.8493 -1.1427
H 0.6180 -2.3792 0.4008

Computed properties:
Orbital gap: 10.52 eV
Highest occupied orbital energy: -10.32 eV
Total charge: 0
ΔE to the lowest compared entry with this formula, charge and spin: 2.314 eV
LUMO energy: 0.2 eV
SMILES: NOP(O)Cl

(2)
Formula: CH4IN3
Source: the OMol25 dataset
Level of theory: ωB97M-V/def2-TZVPD

Geometry (Å):
C -0.5176 -1.8658 0.2743
N -0.0829 -0.7202 0.2063
N 0.3031 0.3207 0.0929
N -2.3909 0.0462 -1.5666
I -3.4584 -0.2167 0.1637
H -0.1979 -2.6117 1.0496
H -2.4144 -0.8251 -2.0735
H -1.2421 -1.9957 -0.4906
H -3.0292 0.6012 -2.1507

Computed properties:
Orbital gap (alpha / beta): 7.02 / 5.69 eV
Multiplicity: 3
Highest occupied orbital energy (alpha / beta): -6.25 / -8.53 eV
Expectation value of S²: 2.009
Total charge: 0
ΔE to the lowest compared entry with this formula, charge and spin: 1.178 eV
LUMO energy (alpha / beta): 0.8 / -2.8 eV

(3)
Formula: C6H12N2O2Si2
Source: the OMol25 dataset
Level of theory: ωB97M-V/def2-TZVPD

Geometry (Å):
C 0.3848 0.8261 0.0418
C 0.4360 -0.7590 -0.1765
C 1.6894 1.4163 0.3254
C 2.9105 -0.6508 -0.0703
C -1.4427 3.0505 -1.0440
C -1.5474 -2.6052 1.2470
N 1.6387 -1.3086 -0.0663
N 2.8577 0.6208 0.3556
O 1.7780 2.6142 0.5615
O 3.9275 -1.2582 -0.3874
Si -1.3365 1.6598 0.2092
Si -0.8175 -2.1182 -0.5473
H -2.2961 3.7663 -0.7141
H -0.4758 3.4408 -1.4652
H -1.9690 2.5928 -1.9462
H -1.9600 -3.7386 1.2667
H -1.0352 -2.4541 2.1188
H -2.5033 -1.9451 1.2748
H 1.7302 -2.1878 -0.5375
H 3.7709 1.1265 0.6337
H -1.6605 2.2921 1.5662
H -2.3246 0.5103 -0.1021
H 0.2024 -3.0785 -1.1676
H -1.9573 -1.8125 -1.3763

Computed properties:
Orbital gap: 8.31 eV
Highest occupied orbital energy: -8.67 eV
Total charge: 0
ΔE to the lowest compared entry with this formula, charge and spin: 0.000 eV
LUMO energy: -0.4 eV
SMILES: C[SiH2]c1[nH]c(=O)[nH]c(=O)c1[SiH2]C

(4)
Formula: C6H12
Source: the OMol25 dataset
Level of theory: ωB97M-V/def2-TZVPD

Geometry (Å):
C -2.1235 -0.2177 -0.3828
C -1.3332 0.1511 0.8775
C 0.1224 0.9676 0.4056
C 1.3919 0.4993 1.0533
C 1.2743 0.3453 -0.4303
C 1.1615 -1.0238 -1.0640
H -3.0348 0.3400 -0.6444
H -1.1701 0.3005 -0.6659
H -2.1499 -1.2624 -0.7252
H -0.9937 -0.7229 1.4266
H -1.8544 0.8827 1.4888
H 0.0409 2.0567 0.2393
H 1.2725 -0.4112 1.6377
H 2.0964 1.2114 1.4718
H 1.9079 1.0314 -1.0136
H 2.1430 -1.5072 -1.1412
H 0.7315 -0.9680 -2.0714
H 0.5174 -1.6729 -0.4618

Computed properties:
Orbital gap: 10.60 eV
Highest occupied orbital energy: -9.36 eV
Total charge: 0
ΔE to the lowest compared entry with this formula, charge and spin: 3.424 eV
LUMO energy: 1.2 eV
SMILES: CC[C@H]1C[C@H]1C

(5)
Formula: C3H6F3NO
Source: the OMol25 dataset
Level of theory: ωB97M-V/def2-TZVPD

Geometry (Å):
C -0.9623 0.3845 -0.2264
C 1.7724 -0.5403 0.6219
C 2.9581 0.2043 0.0326
N 0.2868 1.0871 -0.0333
O 1.1115 -1.6391 0.1745
F 4.0627 -0.5372 0.2361
F 3.0489 1.3798 0.5304
F 2.7750 0.2703 -1.2996
H -1.5314 0.5436 0.6303
H -1.4178 0.8471 -1.0659
H -0.8855 -0.6981 -0.4207
H 1.6230 -0.4053 1.7350
H 0.7283 1.2933 -0.8917
H 0.9596 -1.4740 -0.7957

Computed properties:
Orbital gap (alpha / beta): 9.05 / 8.74 eV
Highest occupied orbital energy (alpha / beta): -8.76 / -8.52 eV
Total charge: 0
ΔE to the lowest compared entry with this formula, charge and spin: 3.583 eV
LUMO energy (alpha / beta): 0.3 / 0.2 eV

(6)
Formula: CH2N2O3S
Source: the OMol25 dataset
Level of theory: ωB97M-V/def2-TZVPD

Geometry (Å):
C -0.4819 -0.1082 1.2771
N -0.5525 0.9409 -0.7482
N -1.0111 0.7678 0.3960
O 1.1713 -1.1230 -2.3191
O 1.5613 -0.6429 0.0442
O -0.7064 -1.0831 1.9063
S 0.5707 -1.0581 -0.9725
H 0.3408 0.5505 1.5972
H -0.8922 1.7562 -1.1810

Computed properties:
Orbital gap: 9.14 eV
Highest occupied orbital energy: -10.49 eV
Total charge: 0
ΔE to the lowest compared entry with this formula, charge and spin: 2.932 eV
LUMO energy: -1.4 eV

(7)
Formula: C17H22N2O3S
Source: the OMol25 dataset
Level of theory: ωB97M-V/def2-TZVPD

Geometry (Å):
C -6.1895 -1.8322 0.5171
C -5.9870 -0.6139 1.3253
C -4.5466 -0.0042 1.4003
O -4.2762 0.3672 0.1303
C -3.0441 0.6861 -0.1773
C -2.1366 0.8217 1.0057
C -0.9085 1.2522 0.8064
C -0.5267 1.8316 -0.7632
C -1.5577 1.8114 -1.7030
C -2.7289 1.2758 -1.3176
H -3.6027 1.4968 -2.0384
H -1.3962 2.2319 -2.7107
C 0.9187 2.0782 -1.0786
C 1.9307 1.3335 -0.4716
C 1.9492 -0.0493 -1.0783
N 2.7954 -0.9533 -0.3150
C 3.8010 -0.7739 0.5827
S 4.7686 -1.7779 1.2193
N 3.8365 0.7905 0.8882
C 2.8258 1.7235 0.6389
O 2.8683 2.7806 0.9121
H 4.2807 1.0426 1.8250
H 2.8161 -1.7665 -0.7117
C 1.0104 -0.5896 -1.8411
O 0.7062 -1.7875 -1.9332
C -0.2166 -2.0119 -0.7066
C -0.5813 -3.6842 -0.4239
H -1.3474 -3.4232 0.2836
H 0.2193 -4.0320 0.0654
H -0.8675 -4.0307 -1.2679
H 0.0457 -1.4175 0.1708
H -1.2353 -1.5427 -1.1778
H 1.6724 -0.6694 -2.9294
H 0.1658 -0.1441 -2.2000
H 1.0868 3.1258 -0.4349
H 1.0338 2.6455 -2.0006
H -0.0350 1.4198 1.2384
H -2.2844 0.6034 2.2288
H -4.0548 -0.8698 1.7436
H -4.7555 0.8349 2.2716
H -6.6819 0.1190 1.0857
H -6.6320 -0.7693 2.5728
H -7.3726 -2.1964 0.3725
H -5.9098 -1.7404 -0.5319
H -5.7628 -2.5931 0.7712

Computed properties:
Orbital gap: 7.70 eV
Highest occupied orbital energy: -7.83 eV
Total charge: 0
ΔE to the lowest compared entry with this formula, charge and spin: 15.725 eV
LUMO energy: -0.1 eV

(8)
Formula: C16H34O8
Source: the OMol25 dataset
Level of theory: ωB97M-V/def2-TZVPD

Geometry (Å):
C -2.9624 6.7462 -1.3185
C -2.2220 5.9029 -0.9241
O -1.4050 4.9689 -0.4809
C -1.6585 3.6753 -0.9063
O -2.6706 3.3246 -1.3893
O -0.6188 2.8984 -0.6280
C 0.7167 3.4564 -0.6889
O 1.5984 2.4699 -0.3088
O 1.9029 2.7089 1.0756
H -3.6114 7.4844 -1.7280
H 0.8049 4.3146 -0.0263
H 0.9482 3.7157 -1.7251
H 2.0252 1.8100 1.4265
C 0.2445 -1.7439 3.4709
C 1.1960 -0.9605 2.5849
O 2.2577 -0.3301 3.2843
C 3.1277 -1.1955 3.9993
C 3.8269 -2.2164 3.1213
H -0.1771 -1.0983 4.2421
H -0.5709 -2.1500 2.8718
H 0.7409 -2.5793 3.9655
H 0.6508 -0.1487 2.0990
H 1.5906 -1.5971 1.7843
H 2.5916 -1.6886 4.8174
H 3.8636 -0.5360 4.4592
H 3.1216 -2.9032 2.6512
H 4.5229 -2.8123 3.7117
H 4.3839 -1.7170 2.3279
C 2.6577 -2.9440 -1.1432
C 3.9128 -2.1757 -0.7651
O 4.9734 -2.9896 -0.3000
C 5.4617 -3.9589 -1.2099
C 6.0123 -3.3794 -2.5016
H 2.3065 -3.5404 -0.2992
H 1.8689 -2.2477 -1.4304
H 2.8251 -3.6189 -1.9834
H 3.6884 -1.5045 0.0652
H 4.2430 -1.5452 -1.5984
H 4.6911 -4.7082 -1.4254
H 6.2572 -4.4727 -0.6702
H 5.2439 -2.8705 -3.0847
H 6.4217 -4.1782 -3.1207
H 6.8056 -2.6611 -2.2905
C -7.3086 2.2099 -2.4006
C -7.4961 1.0020 -1.4979
O -6.5214 -0.0095 -1.6720
C -5.1791 0.3777 -1.4287
C -4.9180 0.8757 -0.0188
H -7.2995 1.9056 -3.4481
H -8.1270 2.9151 -2.2502
H -6.3758 2.7361 -2.1941
H -8.4462 0.5172 -1.7246
H -7.5437 1.3157 -0.4484
H -4.8542 1.1270 -2.1585
H -4.5895 -0.5201 -1.6162
H -5.4751 1.7865 0.2041
H -3.8582 1.1029 0.0979
H -5.2004 0.1205 0.7168

Computed properties:
Orbital gap: 9.96 eV
Highest occupied orbital energy: -9.42 eV
Total charge: 0
ΔE to the lowest compared entry with this formula, charge and spin: 0.000 eV
LUMO energy: 0.5 eV
SMILES: C#COC(=O)OCOO.CCOCC.CCOCC.CCOCC

(9)
Formula: C20H22FNO3
Source: the OMol25 dataset
Level of theory: ωB97M-V/def2-TZVPD

Geometry (Å):
C 7.6933 2.9778 -0.6729
H 7.4394 2.8327 -1.7282
O 6.5910 2.7286 0.1636
C 6.0436 1.4806 0.1668
C 6.4849 0.4132 -0.6053
C 5.8410 -0.8116 -0.5214
C 4.7648 -0.9999 0.3287
C 4.3285 0.0738 1.1012
C 4.9555 1.2966 1.0232
H 4.6258 2.1333 1.6184
H 3.4895 -0.0629 1.7671
C 4.0278 -2.3121 0.3971
N 2.6874 -2.1817 -0.1371
C 1.5936 -2.0888 0.6673
O 1.6532 -2.2645 1.8714
C 0.3445 -1.7806 -0.0534
C -0.7941 -1.5923 0.6245
C -2.0934 -1.2457 0.0907
C -3.1313 -0.9426 0.9731
C -4.3845 -0.5723 0.5259
C -4.6407 -0.5061 -0.8410
C -3.6153 -0.8271 -1.7356
C -2.3693 -1.1862 -1.2800
H -1.5994 -1.4293 -1.9955
H -3.8315 -0.7834 -2.7916
O -5.8278 -0.1665 -1.4141
C -6.8912 0.2839 -0.6057
C -6.6922 1.7308 -0.1376
C -7.8242 2.1759 0.7742
F -7.8259 1.4260 1.9268
H -7.7043 3.2194 1.0809
H -8.8033 2.0303 0.3064
H -6.6524 2.3919 -1.0039
H -5.7446 1.8130 0.3986
H -7.0407 -0.3768 0.2561
H -7.7750 0.2199 -1.2475
H -5.1482 -0.3451 1.2532
H -2.9479 -0.9893 2.0367
H -0.7342 -1.6907 1.7023
H 0.4029 -1.6943 -1.1285
H 2.6096 -1.9124 -1.1050
H 3.9061 -2.6289 1.4368
H 4.5645 -3.0870 -0.1589
H 6.1953 -1.6323 -1.1296
H 7.3234 0.5187 -1.2758
H 8.5472 2.3431 -0.4140
H 7.9586 4.0210 -0.5081

Computed properties:
Orbital gap: 8.54 eV
Highest occupied orbital energy: -8.14 eV
Total charge: 0
ΔE to the lowest compared entry with this formula, charge and spin: 1.341 eV
LUMO energy: 0.4 eV
SMILES: COc1ccc(CNC(=O)/C=C/c2ccc(OCCCF)cc2)cc1

(10)
Formula: C54H42BaN2O6SSbTe
Source: the OMol25 dataset
Level of theory: ωB97M-V/def2-TZVPD

Geometry (Å):
Ba -2.0151 0.0264 -0.9647
O -0.5123 -2.0711 2.6786
C -1.0556 -1.3602 1.8430
O -1.0457 -1.5296 0.5598
C -1.8980 -0.1783 2.3054
C -1.9804 0.2289 3.6249
C -2.8811 1.2446 3.9313
C -3.6604 1.8072 2.9334
C -3.4908 1.3619 1.6295
N -2.6360 0.3839 1.3539
C -4.2855 1.8853 0.4188
O -5.2356 2.6262 0.6455
O -3.8429 1.4482 -0.6923
H -1.3707 -0.2596 4.3723
H -2.9837 1.5800 4.9566
H -4.3889 2.5814 3.1288
C 4.1271 4.7137 -1.0693
C 2.8610 3.9013 -0.9985
C 1.6800 4.4346 -0.5181
C 0.5011 3.6887 -0.4076
C -0.7003 4.2868 0.2216
O -1.4936 3.6534 0.8863
C -0.9166 5.7698 0.0496
C -1.4032 6.5057 1.1232
C -1.6249 7.8683 0.9954
C -1.3872 8.4989 -0.2187
C -0.9287 7.7627 -1.3026
C -0.6836 6.4044 -1.1655
C 0.4828 2.3366 -0.8251
O -0.5735 1.5883 -0.8229
C 1.7029 1.7952 -1.3112
C 2.8438 2.5614 -1.4008
C 1.6672 0.3567 -1.7295
N 1.7308 -0.6330 -0.9378
C 1.9512 -0.3990 0.4791
C 3.4437 -0.3645 0.7683
Te 3.8587 -0.1378 2.8562
C 3.2671 1.8852 2.9640
C 4.1948 2.8982 2.7355
C 3.8108 4.2285 2.8265
C 2.5012 4.5536 3.1517
C 1.5728 3.5477 3.3744
C 1.9522 2.2155 3.2773
C 1.4341 0.0629 -3.1753
C 0.8535 1.0154 -4.0067
C 0.5671 0.7095 -5.3306
C 0.8754 -0.5438 -5.8371
C 1.4699 -1.4935 -5.0142
C 1.7430 -1.1943 -3.6911
H 3.9537 5.7299 -0.7138
H 4.5079 4.7780 -2.0916
H 4.9161 4.2750 -0.4532
H 1.6728 5.4659 -0.1814
H -1.6179 5.9924 2.0519
H -1.9931 8.4380 1.8394
H -1.5641 9.5622 -0.3224
H -0.7608 8.2480 -2.2558
H -0.3153 5.8268 -2.0042
H 3.7520 2.1090 -1.7919
H 1.5010 -1.2289 1.0235
H 1.4740 0.5262 0.8240
H 3.9325 0.4602 0.2525
H 3.9197 -1.2988 0.4668
H 5.2169 2.6444 2.4841
H 4.5352 5.0120 2.6402
H 2.2035 5.5924 3.2204
H 0.5449 3.7919 3.6083
H 1.2199 1.4343 3.4394
H 0.6146 1.9950 -3.6101
H 0.0976 1.4510 -5.9647
H 0.6493 -0.7831 -6.8686
H 1.7109 -2.4736 -5.4076
H 2.1841 -1.9274 -3.0284
S -2.3569 -2.4547 -2.4885
Sb -1.4670 -3.6602 -0.7826
C -2.6275 -3.9626 0.9548
C -3.9700 -3.6096 0.9069
C -4.7889 -3.8535 2.0008
C -4.2662 -4.4538 3.1370
C -2.9244 -4.8050 3.1830
C -2.1008 -4.5594 2.0939
C 0.6189 -3.8885 -0.5317
C 1.2758 -3.7055 0.6762
C 2.6397 -3.9659 0.7534
C 3.3387 -4.3897 -0.3669
C 2.6763 -4.5621 -1.5756
C 1.3134 -4.3226 -1.6561
C -1.7432 -5.6719 -1.5142
C -1.2964 -6.7426 -0.7423
C -1.4768 -8.0494 -1.1702
C -2.1062 -8.2995 -2.3832
C -2.5498 -7.2405 -3.1604
C -2.3690 -5.9318 -2.7261
H -4.3757 -3.1328 0.0206
H -5.8333 -3.5708 1.9644
H -4.9040 -4.6405 3.9918
H -2.5109 -5.2550 4.0766
H -1.0503 -4.8120 2.1529
H 0.7469 -3.3049 1.5342
H 3.1577 -3.8197 1.6938
H 4.4020 -4.5853 -0.3009
H 3.2221 -4.8794 -2.4557
H 0.7936 -4.4605 -2.5986
H -0.7933 -6.5618 0.2026
H -1.1255 -8.8725 -0.5599
H -2.2492 -9.3190 -2.7201
H -3.0383 -7.4301 -4.1086
H -2.7151 -5.1002 -3.3295

Computed properties:
Orbital gap: 7.39 eV
Highest occupied orbital energy: -5.34 eV
Total charge: -1
ΔE to the lowest compared entry with this formula, charge and spin: 0.476 eV
LUMO energy: 2.1 eV

(11)
Formula: C2H3BaO
Source: the OMol25 dataset
Level of theory: ωB97M-V/def2-TZVPD

Geometry (Å):
H -2.2758 0.5468 -1.2447
O -0.6547 -0.3034 -0.1894
C -1.8886 0.1241 -0.2413
C -2.4916 1.0245 0.5846
H -3.5528 1.2370 0.4442
H -2.0555 1.2691 1.5586
Ba 1.8583 0.0819 -0.0350

Computed properties:
Orbital gap (alpha / beta): 4.91 / 7.01 eV
Multiplicity: 2
Highest occupied orbital energy (alpha / beta): -5.16 / -7.27 eV
Expectation value of S²: 0.750
Total charge: 0
LUMO energy (alpha / beta): -0.2 / -0.3 eV

(12)
Formula: C5H8N2
Source: the OMol25 dataset
Level of theory: ωB97M-V/def2-TZVPD

Geometry (Å):
C -0.9357 1.1570 0.0802
C -0.2873 -0.1903 -0.1593
C 1.0956 -0.1488 -0.7131
C 2.0136 0.7964 -0.3222
N 2.8394 1.5829 0.1013
C -0.7246 -1.3413 0.6814
N -1.0853 -1.2734 -0.7315
H -0.3343 1.7646 0.7667
H -1.0348 1.7108 -0.8601
H -1.9303 1.0369 0.5225
H 1.4336 -0.9481 -1.3612
H 2.5103 0.1140 0.4728
H -1.4913 -1.1538 1.4326
H -0.0169 -2.1278 0.9323
H -2.0520 -0.9792 -0.8425

Computed properties:
Orbital gap (alpha / beta): 8.23 / 8.23 eV
Highest occupied orbital energy (alpha / beta): -7.97 / -7.97 eV
Total charge: 0
ΔE to the lowest compared entry with this formula, charge and spin: 5.482 eV
LUMO energy (alpha / beta): 0.3 / 0.3 eV

Let's list strongest force on any atom in order: 4.00 4.91 7.10 4.29 5.03 4.64 14.75 0.85 0.83 4.57 4.52 0.91 eV/A.
Let's list calculated total energy in order: -1008.5680 -502.2420 -1074.7666 -235.6924 -547.3843 -772.5991 -1393.8832 -1231.7072 -1155.6455 -3576.0690 -178.6205 -304.6340 Ha.